Density functional theory data (wB97M-V/def2-TZVPD) for a molecular structure, C10H22CuN2O8 at a distorted geometry.

Structure (XYZ):
```
43
Properties=species:S:1:pos:R:3:forces:R:3:lowdin_spin:R:1
Cu -0.35412 -1.52137 0.52774 -0.085 -1.227 0.799 0.01
C -0.49750 -3.64711 2.78060 -5.106 3.919 8.568 -0.03
O -0.78490 -2.38251 2.60300 1.480 1.444 -3.693 0.39
O -1.65079 -4.20379 2.80399 -0.318 -2.635 -3.032 0.50
O 0.07608 -3.76285 3.92602 4.093 -2.351 -1.298 0.14
C -0.99012 -3.85013 -0.60285 -1.290 -1.854 6.019 0.00
O -1.84901 -3.00521 -0.14188 -2.393 2.346 -1.786 0.00
O -1.32536 -5.08736 -0.50273 0.726 -0.113 -2.739 0.00
O 0.20684 -3.42853 -0.40240 3.119 0.177 -2.124 0.00
C 3.07949 1.25211 1.92750 0.105 0.550 -0.680 0.00
C 1.75345 0.84472 1.25581 0.005 0.802 0.885 0.00
C 1.52432 1.54424 -0.08297 0.049 0.194 -1.328 0.00
O 1.71650 2.98079 -0.09546 -0.141 -0.141 1.064 0.00
C 1.94432 3.54043 -1.36191 1.012 -1.261 -0.027 0.00
N 1.67941 -0.61416 1.16891 -0.268 0.935 -0.148 0.00
H 3.27415 0.87093 2.93069 -0.623 -0.287 0.031 0.00
H 3.14102 2.34073 1.99793 0.265 0.032 -0.171 0.00
H 3.88389 0.83896 1.31247 0.207 0.338 -0.098 0.00
H 0.94056 1.19258 1.89966 -0.114 -0.264 0.165 0.00
H 0.52308 1.42946 -0.49812 -0.131 -0.709 0.424 0.00
H 2.18297 1.06634 -0.82036 0.330 0.162 -0.106 0.00
H 1.93078 4.62573 -1.29505 -0.147 -0.043 0.049 0.00
H 1.31022 3.15917 -2.16930 -0.611 0.170 0.253 0.00
H 2.93978 3.18669 -1.66175 0.260 0.440 -0.266 0.00
H 2.28637 -0.97367 0.44086 0.052 -0.132 0.014 0.00
H 2.04810 -0.88827 2.07150 -0.308 -0.915 -0.087 0.00
C -3.42205 1.41511 -0.34895 0.193 -0.325 -1.128 0.00
C -2.45854 0.18738 -0.35967 -0.807 1.703 -0.585 0.00
C -1.61860 0.09194 -1.68278 1.095 -0.281 0.670 0.00
O -0.44945 -0.71026 -1.50603 -0.918 0.128 -0.851 0.00
C 0.27701 -0.93510 -2.72657 0.164 -0.326 1.903 0.00
N -1.63413 0.39046 0.82553 0.262 0.455 0.606 0.00
H -4.00446 1.41311 -1.27541 -0.462 0.153 0.211 0.00
H -2.91708 2.38344 -0.28649 0.335 -0.073 -0.175 0.00
H -4.03682 1.35627 0.54948 -0.323 -0.165 -0.224 0.00
H -3.15002 -0.64871 -0.26729 0.834 -0.657 0.101 0.00
H -1.16207 1.04040 -2.00582 -0.833 0.713 0.115 0.00
H -2.18607 -0.31788 -2.52198 -0.435 0.042 0.192 0.00
H -0.34127 -0.80154 -3.61386 0.136 0.166 -0.089 0.00
H 0.65388 -1.95557 -2.63305 -0.218 -0.156 -0.150 0.00
H 1.15028 -0.28243 -2.62656 0.027 0.318 -0.868 0.00
H -1.43572 1.39347 0.83791 0.927 0.059 -0.611 0.00
H -2.25443 0.47201 1.62964 -0.150 -1.330 0.196 0.00
```
Forces are in eV/Å.

The HOMO energy (spin up / spin down) is 1.6 / 1.6 eV. The calculation puts the total energy at -74719.006 eV. The net charge is -2. The spin multiplicity is 2.


Density functional theory data (wB97M-V/def2-TZVPD) for 2 unconnected molecules or ions with the total composition C10H22N2O at a distorted geometry.

Structure (XYZ):
```
35
Properties=species:S:1:pos:R:3:forces:R:3:mulliken_charge:R:1
C -0.71977 0.77101 -0.35594 0.040 -2.067 -2.868 0.33
C -1.82362 1.73087 -0.46445 0.831 0.635 0.453 -0.53
C -1.83263 2.57837 0.78326 0.088 1.221 0.123 -0.69
C -0.39392 3.01225 1.12219 0.977 0.655 1.216 -0.91
C 0.48997 1.80589 1.45064 -4.892 -0.078 0.176 -0.86
C 2.32574 -2.09243 1.76154 -0.454 1.200 -1.969 -1.26
C 2.70341 0.56128 -0.20407 -2.537 2.101 -2.477 -1.18
C 1.73913 -0.66765 1.78284 -0.849 0.949 -0.033 -0.29
C -2.27143 -2.30438 -2.53483 -0.569 0.670 -0.129 -0.01
C 1.44683 -0.16570 0.30939 1.125 0.586 1.883 -0.44
N 0.31281 0.80313 0.35924 1.146 0.018 1.937 0.39
N -2.31639 -3.62704 -3.20177 -5.176 -1.312 2.997 -0.31
O -1.30094 -1.66703 -2.53156 1.899 0.298 -0.123 -0.34
H -1.64733 2.36728 -1.35503 -0.184 -0.580 0.117 0.29
H -2.68957 1.10601 -0.57887 -0.801 0.153 -0.298 0.37
H -2.36959 3.51339 0.64180 -0.420 -0.185 -0.125 0.32
H -2.36659 2.00079 1.53850 0.419 0.268 0.513 0.31
H 0.10212 3.60543 0.34793 -0.430 -0.365 -0.658 0.39
H -0.30360 3.77638 1.94104 -0.582 -1.066 -0.251 0.39
H 1.46568 1.96555 1.56199 3.825 1.098 0.118 0.73
H 0.17157 1.39084 2.43800 -0.055 -0.103 -0.976 0.30
H 2.57396 -2.46940 2.72452 0.690 -0.147 0.573 0.41
H 1.56476 -2.73474 1.34959 -0.478 -0.466 -0.001 0.36
H 3.11604 -2.12547 0.96239 -0.139 -0.092 1.308 0.27
H 2.55934 0.70584 -1.34413 0.576 -0.023 1.745 0.33
H 3.51717 -0.05153 -0.04156 1.857 -1.175 0.302 0.47
H 2.87983 1.58387 0.26090 -0.245 -1.451 -0.521 0.31
H 2.37998 0.08170 2.31686 -0.204 -0.785 -0.602 0.31
H 0.74969 -0.54065 2.28312 0.736 -0.982 0.110 0.35
H -3.19045 -1.90753 -2.15374 -1.174 -0.455 0.309 0.43
H 1.16387 -1.02017 -0.28472 -0.151 -0.106 -0.454 0.39
H -2.64594 -4.37629 -2.45633 0.998 1.441 -1.442 0.44
H -1.44137 -3.88734 -3.53008 2.152 -0.751 -1.666 0.32
H -3.18459 -3.62164 -3.81951 1.692 -0.218 -0.170 0.43
H -0.76416 -0.10090 -1.07915 0.288 1.114 0.881 0.17
```
Forces are in eV/Å.

The HOMO energy is -16.9 eV. The calculation puts the total energy at -15736.916 eV. The net charge is +2. The spin multiplicity is 1.


Density functional theory data (wB97M-V/def2-TZVPD) for a single C10H22P2 molecule at a distorted geometry.

Structure (XYZ):
```
34
Properties=species:S:1:pos:R:3:forces:R:3:mulliken_charge:R:1
C -0.71055 3.18919 -0.19239 2.450 -2.010 3.467 -2.35
C -1.38695 2.85337 1.18399 -2.155 0.398 -1.939 1.97
C -2.76604 3.64854 1.23174 0.779 2.111 1.900 -1.49
C -0.54112 3.35503 2.24989 0.045 3.817 2.334 -1.47
C -1.73938 1.40363 1.30420 1.528 -1.475 -2.749 -0.99
P -1.10246 0.29754 0.08634 -2.082 -2.123 1.630 0.39
P 0.15072 -0.28701 -1.69142 -0.980 -0.048 0.955 -0.04
C 0.10759 -2.22556 -1.48363 1.880 0.250 -2.578 -1.26
C 1.49465 -2.83890 -1.02441 -0.584 -0.429 -0.278 1.50
C 2.63425 -2.29550 -1.89407 0.621 -0.424 -0.776 -1.61
C 1.67611 -2.32893 0.41930 0.764 -0.853 0.465 -1.12
C 1.31526 -4.37371 -1.18885 -1.204 -0.402 0.242 -1.60
H 0.38831 2.90703 -0.23213 -1.211 0.033 0.189 0.37
H -0.74307 4.19003 -0.32685 -0.101 3.346 -0.445 0.61
H -1.19804 2.73992 -0.95506 -1.618 -1.493 -2.565 0.64
H -3.40528 3.37225 0.43604 -0.804 -0.623 -0.707 0.43
H -3.28258 3.50052 2.25924 0.747 0.102 -1.734 0.36
H -2.64965 4.83053 1.10389 0.176 -2.469 0.390 0.31
H -0.92770 3.31982 3.32613 0.428 -0.386 -1.533 0.31
H -0.46977 4.48037 2.01747 -0.039 -1.239 0.648 0.32
H 0.46860 3.06810 2.17710 1.228 -0.980 0.198 0.42
H -2.50177 1.11368 2.02991 0.324 -0.387 -0.359 0.31
H -1.84439 -1.03190 0.35224 1.096 1.952 -0.027 0.01
H -0.10624 -2.72835 -2.52487 0.073 1.288 1.749 0.30
H -0.54821 -2.62804 -0.77773 -1.663 -0.211 0.939 0.58
H 2.59950 -1.17807 -1.80190 0.629 -0.972 -0.174 0.39
H 2.58482 -2.58053 -2.99508 -0.477 0.412 1.228 0.34
H 3.61090 -2.76207 -1.59101 -0.705 0.839 0.101 0.39
H 0.78053 -2.70987 1.04636 1.369 1.163 -0.786 0.30
H 1.73243 -1.23397 0.16330 -0.307 -0.748 1.543 0.27
H 2.65791 -2.66670 0.97032 -1.777 0.564 -1.264 0.33
H 0.21995 -4.70337 -1.04143 1.470 0.640 -0.480 0.33
H 1.67289 -4.70188 -2.17649 -0.380 0.099 0.192 0.36
H 1.82879 -4.99521 -0.46014 0.482 0.255 0.223 0.41
```
Forces are in eV/Å.

The HOMO energy (spin up / spin down) is -7.1 / -7.1 eV. The calculation puts the total energy at -29299.773 eV. The spin multiplicity is 1.


Density functional theory data (wB97M-V/def2-TZVPD) for a molecular structure, C10H23Cl2NO3Sb at a distorted geometry.

Structure (XYZ):
```
40
Properties=species:S:1:pos:R:3:forces:R:3:mulliken_charge:R:1
C 0.04519 -4.01914 -0.00664 -0.175 0.487 -0.276 -0.24
C 0.80347 -3.02992 -0.85063 -1.703 0.237 2.639 0.60
O 1.20885 -3.30690 -1.90800 1.714 -0.840 -3.391 -0.57
O 0.93141 -1.83876 -0.27006 0.701 0.088 0.511 -0.07
C 2.24921 -1.26243 -0.48822 0.380 1.033 0.634 -0.40
C 2.41673 0.03680 0.27976 -0.315 -0.332 -0.651 -1.52
Sb 0.69263 1.46003 0.28266 -0.469 -0.069 1.004 0.68
C -0.30691 0.35460 1.97240 0.063 0.692 -0.587 -1.34
C -1.67074 -0.11898 1.52725 0.520 -0.173 0.092 0.45
O -2.45226 0.92522 0.96257 -0.593 0.319 0.141 -0.62
C -2.48789 -0.78898 2.63402 -0.276 -0.409 -0.664 -0.72
N -2.31902 -2.26133 2.64730 -0.135 0.151 0.271 -0.61
C 1.53324 2.52965 -1.52487 -0.556 -0.399 -0.290 -0.74
Cl 2.00083 4.22758 -1.13667 0.162 -0.162 0.013 -0.24
C 0.61571 2.63412 -2.74404 0.052 0.650 0.270 0.02
C -0.74251 3.27153 -2.48965 -0.216 -0.165 -0.150 -1.22
Cl 0.43469 1.03691 -3.57003 0.167 -0.019 0.011 -0.21
H 0.74393 -4.59910 0.58073 0.191 -0.096 0.206 0.26
H -0.48658 -4.67014 -0.68319 -0.233 -0.288 -0.009 0.36
H -0.61817 -3.47752 0.64649 -0.233 -0.089 0.324 -0.34
H 2.46863 -1.08641 -1.53128 -0.387 -0.215 -0.422 0.26
H 2.96555 -1.97914 -0.09397 0.109 -0.435 -0.193 0.41
H 2.70794 -0.15211 1.30459 -0.135 0.036 0.429 0.47
H 3.23879 0.56817 -0.19103 0.205 0.215 -0.040 0.48
H 1.63948 2.45653 1.40496 0.209 -0.064 -0.091 -0.17
H -0.56484 2.68211 0.38691 0.046 0.100 -0.122 -0.11
H -0.26373 0.47115 -0.82358 -0.043 0.030 -0.152 -0.04
H 0.29273 -0.49571 2.27214 0.196 -0.242 0.165 0.34
H -0.37232 1.07499 2.78641 -0.077 0.072 0.190 0.54
H -1.47357 -0.84283 0.73436 -0.151 -0.364 -0.117 0.13
H -2.46879 0.83159 0.00576 0.304 0.062 0.079 0.38
H -3.52716 -0.54576 2.43094 -0.253 0.134 -0.019 0.29
H -2.24557 -0.37454 3.60187 0.241 0.084 0.329 0.33
H -3.24450 -2.65875 2.74832 0.113 -0.250 0.082 0.23
H -1.98803 -2.57210 1.74301 -0.023 0.096 -0.020 0.07
H 2.39810 1.97819 -1.86804 0.572 0.169 0.107 0.44
H 1.13411 3.25053 -3.46337 0.208 0.007 -0.410 0.51
H -1.51411 2.52029 -2.55500 -0.325 -0.211 0.122 0.32
H -0.81395 3.74399 -1.52100 0.182 0.011 0.299 0.28
H -0.96057 4.02657 -3.23320 -0.036 0.150 -0.313 0.29
```
Forces are in eV/Å.

The HOMO energy is -3.9 eV. The calculation puts the total energy at -49954.980 eV. The net charge is -1. The spin multiplicity is 1.


Density functional theory data (wB97M-V/def2-TZVPD) for a molecular structure, C10H23GaNO2 at a distorted geometry.

Structure (XYZ):
```
37
Properties=species:S:1:pos:R:3:forces:R:3:mulliken_charge:R:1
C 1.22751 3.12553 0.39011 0.063 -0.364 0.244 -1.24
C 1.81616 2.29347 -0.74203 -0.105 0.390 -0.388 0.57
C 3.34264 2.36010 -0.79206 -0.150 -0.180 -0.239 -1.28
N 1.13757 1.63656 -1.56923 0.396 -0.804 0.595 -0.30
Ga 0.07376 0.14764 -0.80851 -0.761 0.514 -0.701 0.32
C -1.76198 0.16514 -1.69224 0.166 0.074 0.234 -1.25
C -3.00944 0.05098 -0.80755 -0.086 -0.067 -0.191 1.01
C -2.98172 0.95885 0.41559 -0.362 -0.108 0.016 -1.64
C -3.29259 -1.40909 -0.40915 0.012 0.169 -0.071 -1.42
O 0.91937 -1.45835 -1.28607 -0.153 0.335 0.324 -0.51
C 1.79712 -2.06350 -0.41052 0.048 -0.242 -0.381 -0.51
C 1.18543 -2.65078 0.89529 0.063 0.221 0.029 0.18
C 1.45053 -1.81227 2.15063 -0.213 -0.094 0.102 -1.18
O -0.19438 -2.94624 0.74440 0.038 -0.367 0.269 -0.58
H 1.57567 2.73251 1.34785 -0.009 0.018 0.148 0.26
H 1.55274 4.16487 0.33411 0.021 0.127 -0.091 0.42
H 0.14605 3.05773 0.36049 -0.136 0.099 0.013 0.20
H 3.69871 3.27565 -1.26379 0.074 0.183 0.067 0.37
H 3.68027 1.51049 -1.37674 0.118 -0.030 -0.119 0.30
H 3.75381 2.28058 0.21434 0.115 0.147 0.099 0.32
H 0.09191 0.35696 0.77816 0.105 -0.157 0.124 -0.42
H -1.79245 -0.62195 -2.44818 0.003 -0.097 -0.094 0.44
H -1.82671 1.10976 -2.23662 0.154 0.137 -0.060 0.43
H -3.86292 0.39884 -1.40080 -0.141 -0.052 -0.054 0.30
H -2.25288 0.62844 1.15011 0.238 0.075 0.009 0.27
H -3.96190 0.93612 0.89972 -0.080 0.036 0.083 0.50
H -2.78614 1.99174 0.13304 0.201 0.111 0.021 0.33
H -4.15683 -1.79863 -0.94504 -0.057 -0.111 -0.081 0.31
H -3.51155 -1.50433 0.65418 0.025 -0.060 0.139 0.33
H -2.44193 -2.04078 -0.65725 0.104 -0.121 0.101 0.34
H 2.25573 -2.90980 -0.93898 0.076 -0.091 -0.075 0.33
H 2.63082 -1.40326 -0.12763 0.107 0.092 0.106 0.19
H 1.66404 -3.61693 1.05472 0.034 -0.162 -0.073 0.46
H 1.74771 -2.44785 2.98311 0.106 -0.047 0.114 0.33
H 2.21617 -1.06304 1.97410 0.143 0.057 0.039 0.28
H 0.55257 -1.28410 2.46504 -0.053 0.128 -0.066 0.30
H -0.68288 -2.15106 0.96741 -0.105 0.240 -0.191 0.23
```
Forces are in eV/Å.

The HOMO energy is -3.5 eV. The calculation puts the total energy at -68704.513 eV. The net charge is -1. The spin multiplicity is 1.


Density functional theory data (wB97M-V/def2-TZVPD) for a molecular structure, C10H23GeN3O6P2PdS.

Structure (XYZ):
```
47
Properties=species:S:1:pos:R:3:forces:R:3:lowdin_spin:R:1
Pd 0.72630 0.25164 0.04425 -0.061 0.205 -0.098 1.60
N -0.37724 1.73205 -3.95201 0.015 0.024 0.027 0.00
C -0.12375 0.31524 -3.47552 0.002 -0.070 -0.023 0.00
C -0.20206 -0.63371 -4.66599 0.032 0.002 0.013 0.00
P 1.44891 0.29277 -2.56260 0.056 -0.001 0.154 0.01
O 2.50615 0.16242 -3.72391 -0.013 0.001 -0.010 0.01
O 1.52708 1.56966 -1.76199 0.019 -0.058 -0.068 0.11
O 1.43257 -0.92421 -1.63118 0.067 0.028 0.003 0.17
P -1.56210 0.05219 -2.29927 -0.063 0.143 -0.305 0.01
O -1.75439 -1.53122 -2.19497 0.021 -0.151 0.040 0.00
O -2.66455 0.74689 -2.99184 -0.023 -0.022 0.066 0.01
O -1.13517 0.50656 -0.91788 -0.016 -0.114 0.392 0.13
H -0.03546 2.40428 -3.25482 0.020 -0.014 0.004 0.00
H -1.41057 1.82461 -4.02166 -0.002 0.004 -0.021 0.00
H 0.07615 1.92756 -4.84575 -0.018 -0.008 -0.020 0.00
H 0.53700 -0.37164 -5.42418 -0.001 -0.002 -0.002 0.00
H -1.19713 -0.61048 -5.11353 -0.003 0.000 0.004 0.00
H 0.00904 -1.65006 -4.33761 -0.005 0.001 -0.005 0.00
H 3.43917 0.26257 -3.48867 0.000 0.011 -0.005 0.00
H -2.40875 -1.87175 -2.82071 -0.012 0.043 -0.023 0.00
S 2.69799 -1.69399 1.54343 0.007 -0.066 0.024 0.76
C 1.12464 -2.39916 1.48284 0.031 -0.004 0.011 0.06
N 0.92034 -3.66278 1.93293 0.069 0.021 0.006 0.05
C -0.28419 -4.24771 1.90311 -0.089 0.012 -0.025 0.01
C -1.35058 -3.54378 1.38326 0.033 -0.061 0.023 0.08
C -1.10825 -2.25643 0.92159 0.024 0.054 -0.048 -0.01
N 0.10892 -1.70665 0.99377 -0.100 0.069 -0.063 0.13
H 1.72295 -4.16786 2.30300 0.007 0.010 -0.008 0.00
H -0.35090 -5.25631 2.28960 -0.011 0.003 -0.001 0.00
H -2.33520 -3.98548 1.33599 0.004 -0.004 0.003 0.00
H -1.88074 -1.63844 0.47726 0.008 -0.003 0.006 0.00
C -1.61712 1.34308 2.20103 0.008 0.010 0.033 0.01
Ge 0.15791 1.85111 2.84452 -0.002 -0.065 0.154 0.08
C 0.90257 0.45607 4.00129 -0.059 0.051 -0.122 0.01
C 0.08994 3.56666 3.76697 0.015 0.072 -0.160 0.07
C 1.38463 2.11915 1.32333 0.053 -0.131 -0.258 0.61
H -2.34896 1.57162 2.97585 -0.014 0.004 -0.014 0.00
H -1.69020 0.27758 1.97874 -0.007 0.009 0.014 0.00
H -1.87797 1.89280 1.29792 -0.041 0.006 0.013 0.00
H 0.34844 0.38309 4.93668 -0.009 0.064 0.003 0.00
H 1.95006 0.64495 4.23625 -0.005 -0.024 -0.018 0.00
H 0.80527 -0.50547 3.49704 0.084 -0.173 0.010 0.01
H -0.54922 3.44791 4.64172 0.006 0.024 0.018 0.01
H -0.33686 4.32237 3.10941 -0.021 0.020 0.045 0.00
H 1.08122 3.88934 4.07763 -0.001 -0.027 0.034 0.00
H 2.45947 1.99447 1.43053 -0.005 0.029 0.131 0.04
H 1.14464 2.84854 0.55415 0.002 0.076 0.066 0.03
```
Forces are in eV/Å.

The HOMO energy (spin up / spin down) is -14.3 / -15.7 eV. The calculation puts the total energy at -116893.913 eV. The net charge is +2. The spin multiplicity is 5.


Question: Which value of spin multiplicity does entry 3 give?
Answer: 1


Question: Number 2 is which compound?
Answer: C10H22N2O